[1]
C27H38AlF7NO23S | wB97M-V/def2-TZVPD

Values from the calculation:
Molar mass ... 936.6 g/mol
Net charge ... -1
Orbital gap ... 0.2516 hartree
Calculated total energy ... -4176.77273 a.u.
Strongest force on any atom ... 1.06 eV/Å
HOMO ... -5.45 eV
2S+1 ... 1

Each line ends with the Löwdin charge.
Cartesian coordinates (Å):
C: 2.078 -0.311 3.188  -0.13
Al: 1.681 1.399 2.249  0.33
C: 0.270 1.203 0.892  -0.21
C: -0.855 0.216 1.285  -0.26
C: -2.271 0.800 1.402  -0.18
C: -2.811 1.548 0.188  -0.17
O: -2.312 2.892 0.036  -0.07
C: -2.767 3.810 0.924  -0.35
O: -3.865 4.264 0.882  0.09
C: 3.323 2.447 1.759  -0.17
C: 3.841 2.248 0.337  -0.46
O: 2.929 2.780 -0.632  -0.05
C: 4.020 0.782 -0.022  -0.25
N: 5.218 0.177 0.579  0.05
S: 0.492 2.681 3.965  0.62
O: -0.722 3.307 3.470  -0.40
O: 0.431 1.983 5.235  -0.40
F: 1.374 4.005 4.374  -0.30
H: 1.348 -0.506 3.987  0.03
H: 3.075 -0.266 3.650  0.04
H: 2.036 -1.144 2.468  0.03
H: 0.781 0.875 -0.025  0.06
H: -0.148 2.185 0.651  0.05
H: -0.647 -0.260 2.257  0.09
H: -0.896 -0.615 0.566  0.09
H: -2.339 1.451 2.286  0.11
H: -2.977 -0.028 1.570  0.11
H: -2.529 1.038 -0.739  0.11
H: -3.908 1.604 0.223  0.12
H: -1.996 4.110 1.651  0.13
H: 3.162 3.524 1.906  0.04
H: 4.137 2.171 2.454  0.07
H: 4.823 2.737 0.222  0.13
H: 2.760 3.699 -0.392  0.09
H: 4.090 0.721 -1.115  0.12
H: 3.115 0.225 0.271  0.09
H: 5.470 -0.631 0.017  0.04
H: 4.956 -0.203 1.484  0.03
C: -4.932 -1.643 -2.425  -0.04
C: -4.340 -2.218 -3.702  -0.32
O: -3.024 -1.708 -3.679  0.10
C: -2.679 -1.418 -2.383  -0.55
O: -1.580 -1.156 -2.035  0.19
O: -3.773 -1.487 -1.602  0.08
F: -4.953 -1.778 -4.826  0.07
H: -5.369 -0.665 -2.633  0.15
H: -5.654 -2.282 -1.930  0.12
H: -4.299 -3.308 -3.737  0.17
C: -1.247 1.381 -6.075  -0.04
C: -2.532 1.166 -5.295  -0.31
O: -3.497 1.780 -6.135  0.14
C: -3.029 1.787 -7.408  -0.56
O: -3.674 2.047 -8.369  0.17
O: -1.721 1.441 -7.422  0.07
F: -2.528 1.783 -4.096  0.09
H: -0.806 2.339 -5.797  0.15
H: -0.521 0.580 -5.972  0.14
H: -2.808 0.123 -5.148  0.15
C: 2.524 -3.354 2.839  -0.06
C: 2.344 -2.879 4.272  -0.32
O: 3.636 -2.407 4.602  0.13
C: 4.248 -2.019 3.456  -0.60
O: 5.167 -1.274 3.377  0.16
O: 3.603 -2.541 2.386  0.02
F: 2.019 -3.900 5.109  0.06
H: 2.834 -4.402 2.849  0.15
H: 1.659 -3.204 2.198  0.11
H: 1.630 -2.066 4.403  0.12
C: 3.440 -3.954 -2.001  -0.05
C: 3.889 -2.590 -1.504  -0.32
O: 2.741 -2.119 -0.844  0.14
C: 1.996 -3.176 -0.438  -0.52
O: 1.109 -3.143 0.344  0.17
O: 2.452 -4.312 -1.039  0.07
F: 4.209 -1.755 -2.520  0.08
H: 2.981 -3.846 -2.985  0.14
H: 4.223 -4.706 -2.020  0.14
H: 4.721 -2.608 -0.797  0.17
C: -9.646 -5.438 -2.526  -0.05
C: -9.379 -4.782 -1.180  -0.31
O: -8.315 -3.903 -1.478  0.13
C: -8.334 -3.621 -2.809  -0.54
O: -7.689 -2.769 -3.324  0.18
O: -9.199 -4.441 -3.444  0.08
F: -8.980 -5.670 -0.243  0.08
H: -9.023 -6.329 -2.624  0.14
H: -10.687 -5.672 -2.718  0.14
H: -10.210 -4.202 -0.776  0.17
C: 5.425 4.973 4.472  -0.04
C: 6.682 5.699 4.020  -0.32
O: 6.612 5.600 2.619  0.13
C: 5.307 5.396 2.259  -0.54
O: 4.894 5.422 1.151  0.18
O: 4.563 5.164 3.358  0.06
F: 7.821 5.105 4.458  0.06
H: 5.636 3.908 4.594  0.15
H: 4.963 5.378 5.366  0.14
H: 6.725 6.753 4.303  0.17

[2]
C7H11N2PPbS | wB97M-V/def2-TZVPD

Values from the calculation:
Molar mass ... 393.4 g/mol
Net charge ... +2
Orbital gap ... 0.1175 hartree
Calculated total energy ... -1314.32929 a.u.
Strongest force on any atom ... 5.53 eV/Å
HOMO ... -15.06 eV
2S+1 ... 1

Each line ends with the Löwdin charge.
Cartesian coordinates (Å):
C: 2.374 -2.019 0.282  -0.13
C: 1.023 -1.355 -0.162  -0.42
P: 0.729 0.266 0.747  1.00
C: 1.968 1.532 0.131  -0.24
C: -1.021 0.941 0.341  -0.88
S: -1.867 1.509 1.905  0.83
C: -1.008 2.178 -0.577  -0.35
N: -0.739 2.923 -1.384  0.23
C: -1.897 -0.060 -0.461  -0.37
C: -2.435 -1.204 0.342  -0.22
N: -2.530 -2.138 0.950  0.27
H: 3.264 -1.509 -0.128  0.08
H: 2.361 -3.045 -0.145  0.09
H: 2.460 -2.127 1.378  0.09
H: 1.018 -1.165 -1.260  0.08
H: 0.220 -2.072 0.103  0.07
H: 1.602 2.572 0.260  0.05
H: 2.243 1.300 -0.916  0.06
H: 2.830 1.439 0.827  0.06
H: -2.988 0.740 2.050  -0.09
H: -2.796 0.562 -0.796  -0.25
H: -1.279 -0.398 -1.334  0.14
Pb: -3.531 1.129 -2.155  1.89

[3]
H18O9 | wB97M-V/def2-TZVPD

Values from the calculation:
Molar mass ... 162.1 g/mol
Net charge ... 0
Orbital gap ... 0.3852 hartree
Calculated total energy ... -687.95800 a.u.
Strongest force on any atom ... 0.46 eV/Å
SMILES ... O.O.O.O.O.O.O.O.O
HOMO ... -10.61 eV
2S+1 ... 1

Each line ends with the Löwdin charge.
Cartesian coordinates (Å):
O: -3.566 -1.758 2.433  -0.06
H: -3.004 -1.149 1.945  -0.01
H: -3.889 -1.238 3.176  0.03
O: 1.199 0.657 -1.918  -0.07
H: 1.667 -0.200 -1.831  0.01
H: 1.801 1.232 -2.407  0.07
O: 2.242 -2.006 1.400  -0.04
H: 2.059 -2.809 1.903  0.08
H: 2.566 -1.363 2.047  0.07
O: 2.631 1.383 0.943  -0.06
H: 1.918 1.277 0.297  0.00
H: 3.302 1.895 0.481  0.04
O: -1.071 1.716 -3.351  -0.07
H: -1.297 2.437 -2.754  0.03
H: -0.358 1.222 -2.899  -0.01
O: 2.719 -1.525 -1.303  -0.06
H: 3.650 -1.653 -1.513  0.06
H: 2.640 -1.682 -0.335  0.01
O: -0.635 -0.642 0.443  -0.04
H: -0.552 -0.028 -0.299  0.03
H: 0.260 -0.984 0.584  0.02
O: -3.348 0.738 -1.056  -0.05
H: -2.696 1.445 -1.049  0.01
H: -3.325 0.400 -1.960  0.04
O: -1.968 0.871 2.558  -0.07
H: -1.385 1.620 2.402  0.03
H: -1.561 0.143 2.063  -0.01

[4]
C4H16NO2 | wB97M-V/def2-TZVPD

Values from the calculation:
Molar mass ... 110.2 g/mol
Net charge ... +1
Orbital gap ... 0.4440 hartree
Calculated total energy ... -366.99760 a.u.
Strongest force on any atom ... 2.74 eV/Å
HOMO ... -14.75 eV
2S+1 ... 1

Each line ends with the Löwdin charge.
Cartesian coordinates (Å):
C: -1.318 1.348 -1.357  -0.05
C: -0.895 1.097 0.097  -0.17
N: 0.495 0.443 0.248  0.03
C: 1.542 1.362 -0.418  -0.16
C: 2.829 1.299 0.400  -0.06
H: -2.386 1.531 -1.265  0.09
H: -1.160 0.476 -1.992  0.09
H: -0.676 2.137 -1.730  0.07
H: -0.762 2.058 0.590  0.12
H: -1.621 0.509 0.653  0.12
H: 0.509 -0.551 -0.016  0.12
H: 0.648 0.583 1.245  0.16
H: 1.146 2.365 -0.302  0.12
H: 1.642 1.020 -1.440  0.13
H: 3.088 0.290 0.713  0.09
H: 3.601 1.743 -0.229  0.09
H: 2.788 1.905 1.305  0.09
H: -3.349 -3.863 -0.320  0.04
H: -2.872 -4.426 1.030  0.05
O: -2.658 -3.789 0.337  -0.05
H: 0.329 -2.993 0.581  0.06
H: -0.853 -2.404 1.175  0.04
O: -0.067 -2.140 0.694  -0.03

[5]
CH4N3O3 | wB97M-V/def2-TZVPD

Values from the calculation:
Molar mass ... 106.1 g/mol
Net charge ... +1
Orbital gap (spin up / spin down) ... 0.3216 / 0.3218 hartree
Calculated total energy ... -429.93279 a.u.
Strongest force on any atom ... 3.00 eV/Å
HOMO (spin up / spin down) ... -15.90 / -15.90 eV
2S+1 ... 1

Each line ends with the Löwdin charge.
Cartesian coordinates (Å):
C: -0.305 0.557 0.283  0.03
N: 0.021 1.526 -0.500  0.23
N: -1.616 -0.053 0.090  -0.39
N: 1.490 -0.546 0.335  0.15
O: -2.480 0.067 0.882  0.20
O: -1.465 -0.865 -0.839  0.11
O: 1.134 -1.800 0.491  0.05
H: -0.543 1.866 -1.289  0.18
H: 1.014 1.786 -0.448  0.15
H: 1.664 -0.307 1.354  0.14
H: 1.085 -2.231 -0.358  0.14

Looking at relative energy (zero: lowest compared OMol25 entry of this formula, charge and spin) for the records above, in order, we have 0.0 0.0 178.0 83.7 698.1 kJ/mol.